No. 1
This record from OMol25 describes a single C18H25N3O4 molecule. The level of theory is wB97M-V/def2-TZVPD.

Element x y z (Å)
C -1.112 1.947 -1.274
H 5.731 1.066 1.457
H 0.537 -3.214 1.302
C 0.978 0.714 -0.807
H -2.690 3.364 -0.806
H 2.912 0.360 2.451
H 4.277 2.032 1.140
C -1.125 -1.933 0.914
H -4.153 1.624 -0.019
C -0.497 1.645 0.943
H -3.090 -2.435 1.658
H -0.968 -3.745 2.053
C 3.194 -0.773 -1.507
C -0.104 -3.874 -1.311
O 0.144 1.236 1.872
H -0.175 -4.667 -2.053
H 2.203 1.627 0.674
C -0.759 -4.312 -0.006
H -0.680 -1.492 0.020
N -0.173 1.439 -0.396
H -0.847 -1.301 1.761
C 2.169 0.900 -0.119
H -0.586 -2.990 -1.719
H -0.337 -5.274 0.293
H 0.947 -3.645 -1.150
H -1.528 3.473 1.302
H -2.667 -0.388 -1.258
H -2.456 2.028 1.720
C 2.013 -0.924 -2.201
C -0.537 -3.325 1.141
O -3.655 0.065 1.701
H 4.368 -0.604 2.706
C -3.160 -0.518 0.758
H -2.964 -2.465 -0.115
C -2.655 -1.940 0.789
H 1.958 -1.627 -3.018
N -2.977 0.106 -0.434
O -1.012 1.975 -2.469
H -0.034 -0.315 -2.395
C 3.284 0.139 -0.452
H 4.236 1.007 3.425
C 3.993 0.405 2.554
C -2.311 2.406 -0.442
O 4.490 0.217 0.158
C 4.647 1.015 1.318
N -3.385 1.433 -0.665
H -1.828 -4.465 -0.165
H 4.070 -1.348 -1.761
C 0.889 -0.194 -1.852
C -1.768 2.456 0.988

Output
LUMO level: 0.733 eV
E_HOMO: -0.3166 Ha
multiplicity: 1
orbital gap: 9.3 eV

Electronic structure analysis, Löwdin charges in units of e: -0.38 0.12 0.11 -0.17 0.16 0.06 0.12 -0.19 0.13 -0.40 0.13 0.11 0.00 -0.11 0.11 0.07 0.11 -0.26 0.09 0.11 0.12 0.06 0.06 0.11 0.07 0.14 0.15 0.12 -0.07 -0.21 0.06 0.08 -0.49 0.12 -0.10 0.11 0.06 0.13 0.11 -0.25 0.08 -0.06 -0.20 -0.04 -0.24 0.03 0.10 0.12 -0.04 -0.01

***

No. 2
This record from OMol25 describes a single C18H25N3OS molecule. The level of theory is wB97M-V/def2-TZVPD.

Element x y z (Å)
C 2.999 0.625 0.437
N 2.630 -1.527 0.936
H -2.003 1.329 -1.427
C 1.086 1.645 1.902
C 4.210 -0.869 -2.107
H -1.284 0.676 2.213
H 0.991 3.201 -0.130
H 6.640 -1.069 -0.813
H -2.136 1.746 1.085
H 3.252 -1.279 -2.420
H 1.012 0.954 -1.183
H 4.503 -2.315 -0.539
H 6.034 -0.922 0.840
H 4.987 -1.275 -2.750
N 1.760 -0.753 1.583
C 0.077 2.605 -0.141
H 1.070 -1.174 2.186
H 3.430 1.507 0.009
C -1.235 1.136 1.223
C -6.042 -0.673 -0.161
H -1.080 -0.058 -2.024
C 5.840 -0.663 -0.199
H -7.002 -1.158 -0.177
C 3.393 -0.711 0.230
H 0.768 1.347 2.906
N -0.109 2.028 1.174
H 5.850 0.421 -0.291
C -1.215 0.039 0.130
C -5.868 0.653 -0.399
H -4.030 -3.299 -0.192
C -4.837 -1.354 0.117
H -5.756 -3.267 0.245
C -1.127 0.705 -1.244
H -0.311 -0.565 0.264
H -6.610 1.392 -0.627
H 0.184 2.108 -2.234
H -0.770 3.280 -0.314
C -4.786 -2.809 0.419
H -4.494 -2.964 1.457
C 4.490 -1.226 -0.645
H 1.700 2.547 1.996
C -3.736 -0.514 0.075
H 4.183 0.211 -2.237
S -4.225 1.115 -0.306
O -2.130 -2.044 0.764
C -2.363 -0.925 0.337
C 0.124 1.580 -1.281
C 1.938 0.563 1.315

Output
LUMO level: 0.226 eV
E_HOMO: -0.3042 Ha
multiplicity: 1
orbital gap: 8.5 eV

Electronic structure analysis, Löwdin charges in units of e: 0.00 0.10 0.06 -0.12 -0.07 0.13 0.12 0.07 0.09 0.08 0.09 0.13 0.08 0.07 0.02 -0.17 0.16 0.11 -0.15 -0.14 0.13 -0.07 0.11 -0.31 0.13 -0.17 0.07 -0.24 -0.38 0.09 -0.29 0.08 -0.16 0.13 0.06 0.11 0.12 -0.04 0.09 -0.38 0.13 -0.37 0.07 1.08 0.08 -0.37 -0.16 -0.25